Formula: C3H9N3O
Source: the OMol25 dataset
Level of theory: wB97M-V/def2-TZVPD

Summary:
E_tot: -9773.569 eV
structure (SMILES): C[C@@H](N)/C(N)=N/O
LUMO energy: 0.92 eV

CARTESIAN COORDINATES (ANGSTROEM)
C1 1.849844 0.447462 -0.121216
C2 0.664343 -0.469411 -0.406076
N1 0.830496 -1.699428 0.358459
C3 -0.685222 0.182690 -0.133412
N2 -0.749737 1.403680 0.466311
N3 -1.699901 -0.539103 -0.406711
O1 -2.957304 0.057199 -0.113117
H1 2.763633 -0.108837 -0.310018
H2 1.837668 1.321895 -0.768107
H3 1.853964 0.760494 0.920965
H4 0.680586 -0.759201 -1.463811
H5 0.075360 -2.337257 0.131823
H6 0.767800 -1.495729 1.351763
H7 0.025498 2.036811 0.393844
H8 -1.671092 1.810430 0.507898
H9 -3.585936 -0.611695 -0.408594

Atomic forces in eV per Å
-0.2110 -0.2040 -0.1900
0.1422 -0.0920 -0.0443
0.1497 -0.1728 0.0483
-0.4102 0.0699 0.0226
-0.2772 0.2595 0.1381
-0.3211 -0.6897 -0.4575
0.5690 0.3251 0.1632
0.0549 0.0073 -0.0170
0.0383 0.1483 -0.0091
0.0368 0.0753 0.1113
-0.0310 0.1327 0.1662
-0.0093 0.0804 0.1027
-0.0389 -0.0599 -0.0503
-0.0172 -0.0464 -0.0348
0.0679 0.0846 0.0193
0.2572 0.0818 0.0312

---

Formula: C4H9N3
Source: the OMol25 dataset
Level of theory: wB97M-V/def2-TZVPD

Summary:
E_tot: -8759.005 eV
LUMO energy: 0.61 eV

CARTESIAN COORDINATES (ANGSTROEM)
C1 -1.953621 0.025370 -0.535562
C2 0.703357 -1.461335 -1.027330
C3 1.405587 0.305777 0.701925
C4 0.504247 -0.370047 -0.037215
N1 -0.096908 1.415519 1.073593
N2 -0.735839 0.287756 0.187095
N3 2.601336 0.513463 1.025396
H1 -0.353588 1.347648 2.062910
H2 -0.360358 2.302808 0.653657
H3 2.778225 1.055481 1.865504
H4 -1.757858 -0.043046 -1.608850
H5 -2.351687 -0.943928 -0.206032
H6 -2.693439 0.790975 -0.299128
H7 0.329368 -1.180113 -2.014606
H8 0.209289 -2.391021 -0.728404
H9 1.771888 -1.655307 -1.112952

Atomic forces in eV per Å
0.1571 0.5855 0.6936
0.0514 -0.2358 0.5117
1.0241 -1.3297 -0.8979
0.2394 0.5988 0.2548
-2.5249 -1.5354 -1.8613
1.5876 0.9445 2.0282
-0.2580 1.4049 0.0261
-0.4611 -0.0556 -0.5275
0.3231 0.0822 0.2293
0.2041 -0.7589 0.1059
-0.2230 0.2996 -0.1025
-0.0991 0.1138 -0.0447
-0.0160 -0.0429 -0.2563
0.0302 0.0461 -0.0016
0.0055 -0.0697 -0.1145
-0.0405 -0.0475 -0.0432

---

Number 1: HOMO energy -8.510 eV, frontier orbital gap 9.426 eV. Number 2: HOMO energy -5.735 eV, frontier orbital gap 6.342 eV.